[1]
CH5N2P | wB97M-V/def2-TZVPD

For the largest force on an atom, the calculation gives 3.8 eV/A. As for the SMILES: [H]/N=P/NC. For the total energy, the calculation gives -491.9365 Eh. As for the energy above the lowest of the compared OMol25 structures with the same formula, charge and spin: 6.8 kcal per mole.

Last column: Löwdin charge in e.
CARTESIAN COORDINATES (ANGSTROEM)
H (0.646, 2.420, -2.261)  -0.0439
N (0.692, 1.591, -1.668)  -0.3399
P (0.178, 1.383, -0.226)  0.7070
N (0.018, -0.254, -0.181)  -0.3836
C (-0.277, -0.945, 1.024)  -0.2627
H (-0.151, -0.835, -1.039)  0.1105
H (-0.034, -0.275, 1.904)  0.0624
H (-1.400, -1.356, 1.069)  0.1147
H (0.327, -1.730, 1.379)  0.0355

---

[2]
CH5N2P | wB97M-V/def2-TZVPD

For the largest force on an atom, the calculation gives 3.8 eV/A. For the total energy, the calculation gives -491.7439 Eh. As for the energy above the lowest of the compared OMol25 structures with the same formula, charge and spin: 127.7 kcal per mole.

Last column: Löwdin charge in e.
CARTESIAN COORDINATES (ANGSTROEM)
C (-1.163, 0.110, -0.968)  -0.4653
N (0.096, -0.206, -0.615)  -0.1940
N (1.124, -0.549, 2.328)  -0.3691
P (0.293, 0.630, 1.707)  0.7529
H (-1.165, -0.169, -2.115)  0.1189
H (-1.414, 1.164, -0.872)  0.0336
H (-1.922, -0.488, -0.370)  0.0650
H (1.481, -1.261, 1.724)  0.0230
H (0.654, -0.846, 3.217)  0.0349

---

[3]
CH5N2S | wB97M-V/def2-TZVPD

For the largest force on an atom, the calculation gives 2.8 eV/A. For the total energy, the calculation gives -548.7810 Eh. As for the energy above the lowest of the compared OMol25 structures with the same formula, charge and spin: 41.4 kcal per mole. As for the net charge: -1.

Last column: Löwdin charge in e.
CARTESIAN COORDINATES (ANGSTROEM)
S (-1.491, 1.431, -0.457)  -0.1567
H (-2.575, 0.644, -0.344)  -0.4292
N (0.216, -0.659, 1.054)  0.0042
C (1.180, -1.327, 0.373)  -0.4440
N (1.942, -0.868, -0.575)  0.0099
H (-0.422, 0.056, 0.602)  -0.1420
H (0.364, -0.343, 2.007)  0.0671
H (1.328, -2.409, 0.522)  0.0769
H (1.839, -1.482, -1.387)  0.0138

---

[4]
CH5N2S | wB97M-V/def2-TZVPD

For the largest force on an atom, the calculation gives 3.8 eV/A. For the total energy, the calculation gives -548.4192 Eh. As for the energy above the lowest of the compared OMol25 structures with the same formula, charge and spin: 74.2 kcal per mole. As for the net charge: +1.

Last column: Löwdin charge in e.
CARTESIAN COORDINATES (ANGSTROEM)
C (0.154, 0.346, -0.056)  -0.1693
N (1.161, -0.373, 0.128)  -0.4109
N (-1.116, -0.412, -0.119)  0.1374
S (2.838, 0.110, -0.021)  0.8327
H (2.839, 1.029, 1.034)  -0.0650
H (1.073, -1.392, 0.178)  0.0996
H (-0.864, -1.474, -0.444)  0.2243
H (-1.913, 0.027, -0.717)  0.2097
H (-1.594, -0.323, 0.761)  0.1416

---

[5]
CH5N2S | wB97M-V/def2-TZVPD

For the largest force on an atom, the calculation gives 5.2 eV/A. As for the SMILES: [NH3+][C@H]1NS1. For the total energy, the calculation gives -548.4458 Eh. As for the energy above the lowest of the compared OMol25 structures with the same formula, charge and spin: 57.5 kcal per mole. As for the net charge: +1.

Last column: Löwdin charge in e.
CARTESIAN COORDINATES (ANGSTROEM)
N (1.057, -0.554, 0.011)  0.1928
C (-0.337, 0.076, 0.289)  -0.6987
N (-0.940, 0.759, -0.762)  -0.2280
S (-1.935, -0.649, -0.160)  0.8976
H (1.295, -1.434, 0.472)  0.1611
H (1.743, 0.305, 0.212)  0.2336
H (0.979, -0.736, -1.037)  0.1853
H (-0.509, 0.645, 1.441)  0.2098
H (-1.353, 1.589, -0.467)  0.0466

---

[6]
CH5N3 | wB97M-V/def2-TZVPD

For the largest force on an atom, the calculation gives 3.9 eV/A. For the total energy, the calculation gives -205.2421 Eh. As for the energy above the lowest of the compared OMol25 structures with the same formula, charge and spin: 93.5 kcal per mole.

Last column: Löwdin charge in e.
CARTESIAN COORDINATES (ANGSTROEM)
N (1.725, -0.154, -0.374)  -0.0761
N (-1.696, -0.229, 0.152)  0.0626
C (-0.382, 0.021, 0.308)  -0.3324
N (0.578, -0.742, -0.025)  -0.1482
H (2.498, -0.665, 0.049)  0.0601
H (0.236, 1.229, 0.189)  0.1275
H (-2.364, 0.515, 0.274)  0.0880
H (-1.964, -1.034, -0.395)  0.0965
H (1.369, 1.059, -0.177)  0.1221

---

[7]
CH5N3O | wB97M-V/def2-TZVPD

For the largest force on an atom, the calculation gives 5.0 eV/A. As for the SMILES: [H]/N=C(\N)NO. For the total energy, the calculation gives -280.4981 Eh. As for the energy above the lowest of the compared OMol25 structures with the same formula, charge and spin: 66.8 kcal per mole.

Last column: Löwdin charge in e.
CARTESIAN COORDINATES (ANGSTROEM)
H (2.256, -0.601, 0.652)  0.0651
N (1.378, -0.978, 0.197)  0.0910
C (0.506, -0.092, -0.063)  -0.6242
N (0.642, 1.263, -0.113)  0.0710
N (-0.794, -0.613, -0.588)  -0.0206
O (-1.693, 0.163, 0.356)  -0.1678
H (-0.037, 2.000, -0.460)  0.1225
H (1.598, 1.843, -0.008)  0.1649
H (-0.776, -1.660, -0.425)  0.1223
H (-1.119, -0.042, 1.298)  0.1758

---

[8]
CH5N3O | wB97M-V/def2-TZVPD

For the largest force on an atom, the calculation gives 5.0 eV/A. For the total energy, the calculation gives -280.4418 Eh. As for the energy above the lowest of the compared OMol25 structures with the same formula, charge and spin: 102.1 kcal per mole.

Last column: Löwdin charge in e.
CARTESIAN COORDINATES (ANGSTROEM)
C (-0.095, -0.228, -0.588)  -0.4288
N (0.842, 0.654, -1.151)  0.0858
O (0.402, -1.205, 0.254)  -0.0568
N (-0.719, 0.534, 0.989)  -0.0770
N (-1.416, 0.083, 1.866)  -0.0446
H (-0.893, -0.074, 2.756)  0.0569
H (0.493, 1.303, -1.842)  0.0906
H (1.534, 0.995, -0.497)  0.0905
H (-0.984, -0.464, -1.186)  0.1327
H (0.836, -1.599, -0.600)  0.1507